Formula: C19H20N2S2SiSn
Source: the Open Molecules 2025 dataset
Level of theory: ωB97M-V with the def2-TZVPD basis set

```
45
Properties=species:S:1:pos:R:3:forces:R:3
Sn -0.103 0.113 0.074 1.515 -0.641 -0.243
S 4.139 -1.145 1.809 -0.333 0.082 -0.314
C 4.397 -0.894 0.138 0.058 -0.006 0.193
C 3.278 -0.472 -0.518 0.131 -0.081 -0.039
C 2.161 -0.346 0.329 -1.255 0.391 0.744
C 2.470 -0.692 1.631 0.737 -0.029 -0.906
C 1.534 -0.681 2.717 -0.141 -0.136 0.506
C 1.875 -0.982 4.039 -0.114 0.098 -0.180
C 0.912 -0.916 5.023 -0.145 0.014 -0.232
C -0.391 -0.579 4.665 0.096 -0.018 0.021
C -0.659 -0.310 3.338 -0.496 0.038 0.409
N 0.270 -0.348 2.391 0.111 0.286 -0.475
H 5.370 -1.074 -0.277 0.210 -0.027 -0.086
H 3.259 -0.274 -1.576 0.075 0.038 -0.174
H 2.893 -1.250 4.271 0.102 -0.036 0.045
H 1.166 -1.132 6.050 -0.002 -0.012 0.070
H -1.175 -0.523 5.403 -0.100 0.006 0.008
H -1.654 -0.051 3.002 -0.008 0.050 0.118
C 0.085 4.133 -2.600 -0.500 -0.286 0.680
Si -1.026 3.086 -1.457 -0.890 0.314 -1.182
C -2.547 3.927 -0.666 0.812 -0.191 -0.350
C -1.675 1.658 -2.529 0.358 0.315 0.642
N -0.026 2.457 -0.134 0.232 -0.472 0.582
C 0.606 3.270 0.718 0.045 -0.223 -0.042
C 0.508 4.687 0.689 0.083 0.510 0.033
C 1.228 5.465 1.562 -0.218 0.107 -0.208
C 2.053 4.889 2.525 -0.001 -0.119 -0.018
C 2.148 3.501 2.596 0.039 -0.232 0.015
C 1.453 2.719 1.712 0.198 -0.181 0.371
H -0.494 4.477 -3.451 -0.152 0.052 -0.169
H 0.907 3.532 -2.980 0.083 -0.168 -0.018
H 0.511 5.002 -2.112 0.081 0.163 0.037
H -3.276 4.168 -1.431 -0.149 0.024 -0.210
H -2.307 4.843 -0.139 0.034 0.191 0.103
H -3.016 3.253 0.045 -0.033 -0.194 0.087
H -2.162 2.072 -3.405 -0.111 0.228 -0.158
H -2.409 1.050 -2.007 -0.091 -0.108 0.065
H -0.884 1.007 -2.891 0.146 -0.115 -0.057
H -0.135 5.165 -0.028 -0.080 0.097 -0.095
H 1.153 6.540 1.504 -0.056 0.105 -0.018
H 2.615 5.507 3.206 0.038 0.089 0.066
H 2.780 3.039 3.338 0.067 -0.047 0.042
H 1.553 1.649 1.730 0.144 -0.058 0.075
S -3.805 -0.827 0.354 0.156 0.085 -0.024
C -2.668 0.093 0.784 -0.678 0.097 0.287
```
Positions in Å, forces in eV/Å.

Computed properties:
Molar mass in u: 487.314
Total charge: +1
Spin multiplicity: 2
HOMO (alpha / beta) in eV: -10.76 / -10.75
Kohn-Sham gap (alpha / beta) in eV: 7.42 / 5.42
Calculated total energy in eV: -58379.94394